No. 1
DFT (ωB97M-V with the def2-TZVPD basis set) results for a cluster of 2 separate species, C6H14N5 in total in a non-equilibrium geometry.

Positions of all 25 atoms, in Å:
C: -1.28 2.29 0.97
C: -1.62 1.15 0.36
C: 0.19 2.74 0.81
C: -0.70 0.57 -0.61
C: 1.21 -2.62 -0.13
C: 1.18 -1.52 1.02
N: 0.98 2.04 -0.12
N: 0.60 1.03 -0.70
N: -0.26 -0.51 -2.66
N: -1.18 -0.15 -1.62
N: -0.04 -0.74 1.04
H: -1.69 2.94 1.73
H: -2.58 0.74 0.48
H: 0.36 3.93 0.63
H: 0.50 2.55 1.91
H: 0.80 -3.67 0.20
H: 0.70 -2.31 -0.97
H: 2.13 -2.90 -0.55
H: 2.00 -0.74 0.72
H: 1.23 -1.93 1.97
H: -0.02 -1.44 -2.81
H: 0.57 0.01 -2.59
H: -2.16 -0.13 -1.84
H: -0.12 0.09 1.58
H: -0.78 -1.40 1.19

The HOMO energy comes out at -13.3 eV. The value obtained for the energy is -510.37177 Eh. The total charge is +1.

Results of the natural (NBO) charge analysis, in e, for atoms 1 through 2:
1 C -0.089
2 C -0.324

***

No. 2
DFT (ωB97M-V with the def2-TZVPD basis set) results for a cluster of 2 separate species, C6H14N5 in total in a non-equilibrium geometry.

Positions of all 25 atoms, in Å:
C: -0.95 -2.62 -0.06
C: 0.11 -1.96 0.45
C: -1.26 -2.29 -1.53
C: 0.59 -0.78 -0.18
C: 0.09 2.74 0.94
C: -1.03 1.88 0.45
N: -0.52 -1.19 -2.12
N: 0.20 -0.46 -1.51
N: 2.31 0.79 -0.67
N: 1.80 -0.24 0.11
N: -0.82 0.48 0.95
H: -1.29 -3.59 0.37
H: 0.54 -2.12 1.47
H: -0.89 -3.19 -2.12
H: -2.40 -2.22 -1.80
H: 0.36 2.45 1.91
H: 1.06 2.87 0.33
H: -0.28 3.73 0.91
H: -1.19 1.76 -0.54
H: -1.90 2.35 1.02
H: 3.21 0.57 -0.94
H: 1.74 1.11 -1.38
H: 2.48 -0.63 0.77
H: -1.65 0.07 1.33
H: -0.31 0.51 1.85

Its expectation value of S² is 2.009. The HOMO energy (spin up / spin down) comes out at -11.2 / -12.6 eV. The value obtained for the energy is -510.31928 Eh. The spin multiplicity is 3. The total charge is +1.

Results of the natural (NBO) charge analysis, in e, for atoms 1 through 2:
1 C -0.104
2 C -0.294

***

No. 3
DFT (ωB97M-V with the def2-TZVPD basis set) results for a structure of composition C6H14NO in a non-equilibrium geometry.

Positions of all 22 atoms, in Å:
C: 0.53 -2.13 1.16
N: -0.33 -2.71 1.92
C: -0.93 1.42 1.24
C: -1.57 2.40 0.22
O: -0.82 2.61 -0.86
C: 0.34 -1.85 -0.36
C: 1.03 0.17 -1.94
C: 1.36 -0.83 -0.84
H: -0.47 -1.57 1.77
H: 1.50 -1.71 1.54
H: 0.01 1.86 1.57
H: -0.69 0.49 0.73
H: -1.70 1.26 2.01
H: -2.59 1.95 -0.11
H: -1.96 3.33 0.74
H: 0.31 -2.89 -0.71
H: -0.69 -1.48 -0.42
H: 0.67 -0.34 -2.84
H: 0.19 0.83 -1.69
H: 1.93 0.75 -2.14
H: 2.32 -1.33 -1.03
H: 1.54 -0.22 0.06

The HOMO energy comes out at -2.5 eV. The value obtained for the energy is -366.84544 Eh. The total charge is -1.

Results of the Löwdin charge analysis, in e, for atoms 1 through 2:
1 C -0.347
2 N 0.012

***

No. 4
DFT (ωB97M-V with the def2-TZVPD basis set) results for a structure of composition C6H14NO in a non-equilibrium geometry.

Positions of all 22 atoms, in Å:
C: -0.57 0.69 -1.07
C: 0.51 1.81 -1.06
C: 0.07 -0.59 -0.55
N: 1.31 -1.02 -1.39
C: 2.11 -2.12 0.68
C: 1.32 -2.03 -0.57
C: -1.98 1.01 2.03
O: -2.47 1.92 1.19
H: -1.08 0.64 -2.04
H: -1.40 1.06 -0.45
H: 1.36 1.47 -1.64
H: 0.16 2.65 -1.66
H: 0.58 2.06 0.00
H: 0.32 -0.32 0.48
H: -0.67 -1.41 -0.38
H: -1.47 0.11 1.54
H: 2.35 -3.16 0.95
H: 3.00 -1.50 0.72
H: 1.55 -1.90 1.61
H: 0.80 -2.97 -0.84
H: -2.72 0.46 2.69
H: -1.18 1.43 2.70

The HOMO energy comes out at -2.4 eV. The value obtained for the energy is -366.82769 Eh. The total charge is -1.

Results of the natural (NBO) charge analysis, in e, for atoms 1 through 2:
1 C -0.416
2 C -0.621

***

No. 5
DFT (ωB97M-V with the def2-TZVPD basis set) results for the ion C6H14NO with charge +1 in a non-equilibrium geometry.

Positions of all 22 atoms, in Å:
C: 1.24 1.19 1.54
C: 0.10 0.56 1.51
C: -1.09 1.03 2.08
C: -0.12 -0.46 0.33
O: 0.33 -1.78 0.69
C: 0.50 -0.32 -1.15
C: -0.31 0.90 -1.87
N: 0.45 -1.78 -1.73
H: 2.00 0.92 0.79
H: 1.43 1.89 2.40
H: -1.80 1.10 1.29
H: -1.59 0.22 2.67
H: -0.91 1.91 2.65
H: -1.23 -0.60 0.16
H: -0.43 -2.15 1.22
H: 1.59 0.00 -1.06
H: -0.22 0.95 -2.92
H: -1.37 0.69 -1.71
H: -0.01 1.86 -1.49
H: -0.20 -1.83 -2.51
H: 1.43 -2.05 -2.06
H: 0.20 -2.27 -0.84

The HOMO energy comes out at -13.2 eV. The value obtained for the energy is -366.68875 Eh. The SMILES is C=C(C)[C@H](O)[C@H](C)[NH3+]. The total charge is +1.

Results of the natural (NBO) charge analysis, in e, for atoms 1 through 2:
1 C -0.348
2 C -0.025

***

No. 6
DFT (ωB97M-V with the def2-TZVPD basis set) results for a cluster of 2 separate species, C6H14NO in total in a non-equilibrium geometry.

Positions of all 22 atoms, in Å:
C: 2.34 -0.14 -0.08
C: 2.05 -0.94 -1.12
C: 3.72 0.12 0.43
C: -3.40 -0.58 0.24
C: -1.85 1.20 -0.71
C: -2.03 -0.04 0.09
N: -1.10 -0.55 0.83
O: 1.45 0.77 0.48
H: 1.25 -0.96 -1.86
H: -0.09 -0.22 0.81
H: 3.60 0.39 1.43
H: 4.24 0.98 -0.17
H: 4.23 -0.83 0.32
H: -4.08 0.20 0.29
H: -3.61 -1.06 1.08
H: -3.58 -1.18 -0.55
H: -0.99 1.72 -0.48
H: -1.57 0.89 -1.84
H: -2.79 1.83 -0.74
H: 2.77 -1.65 -1.40
H: 1.94 1.40 1.09
H: -1.18 -1.41 1.35

The HOMO energy comes out at -12.4 eV. The value obtained for the energy is -366.70539 Eh. The total charge is +1.

Results of the natural (NBO) charge analysis, in e, for atoms 1 through 2:
1 C 0.321
2 C -0.517